Record 1
Below is an isolated ion of composition C4H10O2PS and charge -1 at a distorted geometry, with properties calculated with ωB97M-V/def2-TZVPD.

```
18
Properties=species:S:1:pos:R:3:forces:R:3:nbo_charge:R:1
C -0.205 1.543 1.245 -0.7 -0.9 2.9 -0.6244
C -1.109 0.279 1.256 -0.6 -0.4 -2.0 -0.7585
P -0.196 -1.370 1.052 -0.8 -1.2 -0.7 1.5700
O -1.185 -2.514 0.990 -0.3 0.8 0.5 -1.1619
C 0.510 -1.426 -0.701 -0.8 1.9 1.2 -0.7547
C 1.720 -0.529 -0.867 0.9 2.4 -1.6 -0.6356
S 1.184 -1.910 2.519 -1.8 -0.8 0.3 0.3162
O 2.577 -1.358 2.393 2.0 1.2 -0.3 -1.0961
H 0.679 1.388 1.887 -0.4 -0.1 0.1 0.2239
H 0.233 1.702 0.323 0.4 0.6 -2.1 0.2023
H -0.724 2.426 1.661 0.2 -0.3 -0.5 0.1955
H -1.768 0.232 0.298 0.9 0.4 1.4 0.2026
H -1.851 0.211 2.085 0.9 0.0 -0.3 0.2362
H 0.652 -2.514 -0.784 0.0 0.6 -0.4 0.2536
H -0.338 -0.969 -1.254 0.3 -1.0 -0.2 0.2081
H 1.537 0.634 -0.954 -0.4 -2.2 0.5 0.1820
H 2.336 -0.622 0.016 0.8 -0.2 -0.1 0.2521
H 2.294 -0.619 -1.850 -0.4 -0.6 1.3 0.1885
```
Positions in Å, forces in eV/Å.

Calculated values
SMILES string: CCP(=O)(CC)S[O-]
Net charge: -1
LUMO in eV: 3.731
Electronic energy in eV: -28529.974
Frontier orbital gap in eV: 6.18

Record 2
Below is an isolated ion of composition C2HN4OS and charge -1 at a distorted geometry, with properties calculated with ωB97M-V/def2-TZVPD.

```
9
Properties=species:S:1:pos:R:3:forces:R:3:nbo_charge:R:1
O 0.860 -2.387 -0.803 0.7 -0.1 -0.3 -0.6231
C 0.666 -1.637 0.140 -0.6 1.1 -3.3 0.5121
N 0.384 -0.295 0.061 -0.2 0.4 1.0 -0.4930
N 1.082 0.472 -0.710 1.1 -1.9 -0.3 0.0040
N 0.690 1.614 -0.997 0.3 1.1 -0.8 -0.1558
N -0.567 1.914 -0.482 0.1 0.9 -0.7 -0.3711
C -1.236 1.344 0.317 -0.7 -0.6 1.3 0.2354
S -2.348 1.066 1.434 -0.4 -0.2 0.2 -0.2008
H 0.470 -2.089 1.041 -0.4 -0.7 2.9 0.0924
```
Positions in Å, forces in eV/Å.

Calculated values
SMILES string: [O-]/C=N\N=N/N=C=S
Net charge: -1
LUMO in eV: 3.429
Electronic energy in eV: -20931.907
Frontier orbital gap in eV: 7.73

Record 3
Below is a 7-piece molecular cluster, C14H28Cl14 overall at a distorted geometry, with properties calculated with ωB97M-V/def2-TZVPD.

```
56
Properties=species:S:1:pos:R:3:forces:R:3:lowdin_spin:R:1
Cl 6.424 -3.179 1.077 0.1 -1.7 -0.1 0.0004
C 6.363 -5.032 1.018 -0.8 0.3 1.5 0.0002
C 4.876 -5.510 0.867 1.1 0.9 -1.2 0.0001
Cl 4.412 -5.014 -0.801 -0.3 -0.4 -0.1 0.0003
H 6.764 -5.396 1.963 -0.3 0.4 0.5 0.0000
H 7.132 -5.416 0.347 -0.7 0.3 -0.9 0.0002
H 4.162 -4.993 1.508 0.5 0.0 0.2 0.0000
H 4.700 -6.583 0.948 0.4 0.0 0.0 0.0001
Cl 6.654 -6.945 -4.590 0.1 0.2 -0.2 0.0001
C 7.256 -6.249 -6.152 1.2 -0.7 0.3 0.0000
C 8.712 -6.832 -6.544 -2.1 2.7 -0.5 0.0000
Cl 8.682 -8.538 -6.600 0.2 -1.4 0.1 0.0000
H 7.184 -5.167 -6.041 0.6 -0.1 0.1 0.0000
H 6.513 -6.522 -6.902 0.3 -0.3 0.0 0.0000
H 9.581 -6.432 -6.021 -0.4 -0.2 0.6 0.0000
H 8.810 -6.441 -7.557 0.2 -0.2 -0.2 0.0000
Cl 8.418 -11.786 3.661 0.1 0.9 -0.4 0.1356
C 9.088 -10.233 2.948 -0.5 -0.5 0.0 0.0004
C 9.239 -9.047 3.905 0.3 -0.5 0.1 0.0007
Cl 10.083 -9.681 5.342 0.3 0.4 0.0 0.0163
H 8.445 -10.031 2.091 -0.1 0.2 0.2 0.0000
H 10.054 -10.560 2.565 0.0 0.3 0.2 -0.0006
H 8.384 -8.479 4.272 -0.4 -0.7 -0.3 -0.0001
H 9.837 -8.300 3.384 0.4 -0.1 0.1 -0.0001
Cl 14.262 -9.072 0.855 -1.4 -0.5 0.6 0.0010
C 12.716 -9.758 1.618 0.7 0.4 0.6 0.0001
C 13.035 -10.692 2.821 0.1 0.6 -0.9 0.0001
Cl 14.147 -12.001 2.313 -0.4 0.2 0.4 0.0005
H 12.080 -10.146 0.822 0.5 -0.6 0.1 -0.0003
H 12.156 -8.903 1.997 0.2 0.2 0.1 0.0002
H 12.141 -11.108 3.283 -0.1 -0.3 -0.4 0.0000
H 13.468 -10.100 3.627 0.5 -0.1 -0.3 0.0000
Cl 11.381 -14.058 0.604 -0.9 0.0 -0.5 0.0147
C 10.312 -14.035 -0.869 1.6 1.1 0.2 0.0073
C 8.883 -13.627 -0.628 0.1 -0.7 -0.7 0.0375
Cl 8.667 -12.008 0.198 0.2 -1.2 0.2 0.3786
H 10.421 -15.009 -1.346 -0.5 0.0 0.2 -0.0005
H 10.791 -13.307 -1.525 0.0 -0.1 0.0 0.0025
H 8.422 -14.490 -0.149 -0.5 0.7 1.2 0.0189
H 8.329 -13.565 -1.565 0.2 0.4 -0.1 0.0032
Cl 1.611 -7.543 -2.039 -0.4 0.0 0.2 0.0021
C 2.666 -8.945 -2.284 1.4 1.3 0.5 0.0011
C 2.388 -9.624 -3.567 -0.8 0.0 -0.1 0.0005
Cl 3.166 -11.188 -3.470 0.4 -1.0 -0.3 0.0016
H 2.702 -9.609 -1.420 -0.5 0.1 -0.1 0.0000
H 3.654 -8.497 -2.393 0.0 -0.1 0.3 0.0006
H 2.848 -9.084 -4.395 -0.5 0.0 0.0 0.0000
H 1.308 -9.758 -3.636 0.1 -0.1 -0.6 0.0002
Cl 5.736 -9.043 -0.977 -1.8 0.1 0.5 0.0244
C 7.308 -9.358 -1.589 0.7 0.2 0.0 0.0090
C 8.172 -8.612 -0.552 0.8 -1.0 0.0 0.0232
Cl 9.891 -9.255 -0.515 -0.4 0.1 -0.5 0.3028
H 7.301 -9.020 -2.626 0.6 0.4 0.2 0.0001
H 7.455 -10.438 -1.604 0.3 0.1 0.2 0.0011
H 7.907 -8.844 0.480 -0.6 -0.1 -0.2 0.0044
H 8.181 -7.524 -0.614 0.2 -0.1 -0.5 0.0117
```
Positions in Å, forces in eV/Å.

Calculated values
Spin multiplicity: 2
Net charge: +1
⟨S²⟩: 0.75
LUMO (alpha / beta) in eV: -3.032 / -10.065
Electronic energy in eV: -190275.420
Frontier orbital gap (alpha / beta) in eV: 9.45 / 2.40

Record 4
Below is C9H18BiClIN2OP as an isolated structure at a distorted geometry, with properties calculated with ωB97M-V/def2-TZVPD.

```
34
Properties=species:S:1:pos:R:3:forces:R:3:nbo_charge:R:1
C -0.446 2.094 0.277 1.7 -1.6 -0.8 -0.7966
I -1.705 2.083 1.906 -0.4 0.3 0.8 0.1792
H -0.430 2.920 -0.413 -0.4 0.6 0.2 0.2550
H 0.587 1.877 0.601 -0.4 0.5 0.1 0.2190
H -0.673 1.190 -0.288 -0.3 0.2 -0.3 0.1760
Bi 0.450 -1.898 -0.223 1.0 2.1 -1.1 1.5803
P -2.262 -1.606 -0.633 -2.6 -0.6 -0.1 0.9239
C -3.510 -0.300 -0.281 0.6 0.9 0.9 -0.9464
C -2.616 -2.022 -2.384 0.7 0.1 -0.6 -0.9487
H -2.192 -3.913 0.193 -0.4 0.3 -0.1 0.2485
H -3.895 -3.407 -0.101 0.8 0.5 0.1 0.2948
H -2.999 -2.839 1.355 0.0 0.0 -0.6 0.2781
C -2.901 -3.060 0.271 0.2 -0.6 0.7 -0.9757
H -1.760 -2.551 -2.822 -0.3 0.0 0.0 0.2559
H -3.518 -2.651 -2.504 0.4 0.3 0.5 0.2910
H -4.555 -0.650 -0.358 0.6 -0.4 -0.2 0.2944
H -3.376 0.549 -0.954 0.1 -0.1 -0.1 0.2733
H -2.750 -1.104 -2.980 0.1 -0.3 0.3 0.2834
H -3.377 0.114 0.740 0.0 -0.4 -0.5 0.2852
C -1.344 5.429 0.664 0.0 1.6 -0.3 0.4627
O -1.346 6.550 0.501 0.0 -1.5 0.3 -0.4582
Cl 0.612 -0.531 -2.228 0.0 -0.9 0.6 -0.3822
C 2.533 0.962 2.437 -0.5 0.1 1.2 -0.6706
C 3.206 0.684 1.181 0.8 -0.1 -0.7 0.3845
N 2.799 -0.115 0.187 0.2 0.2 0.1 -0.5415
C 3.800 -0.035 -0.801 0.3 0.4 0.6 -0.1116
C 4.806 0.793 -0.358 -1.0 -0.6 -0.1 -0.0542
N 4.412 1.241 0.895 -0.1 -0.5 -0.9 -0.4917
H 3.208 0.791 3.292 -0.3 0.0 -0.3 0.2650
H 2.196 2.006 2.502 0.0 -0.3 0.0 0.2574
H 1.674 0.294 2.543 0.0 0.2 0.1 0.2220
H 3.753 -0.559 -1.745 -0.1 0.0 0.2 0.2350
H 5.740 1.058 -0.832 -0.1 0.1 0.2 0.2599
H 4.955 1.886 1.473 -0.5 -0.4 -0.2 0.4529
```
Positions in Å, forces in eV/Å.

Calculated values
Net charge: +2
LUMO in eV: -10.471
Electronic energy in eV: -50387.807
Frontier orbital gap in eV: 4.38

Record 5
Below is a 6-piece molecular cluster, C3H18O5 overall at a distorted geometry, with properties calculated with ωB97M-V/def2-TZVPD.

```
26
Properties=species:S:1:pos:R:3:forces:R:3:lowdin_spin:R:1
C -2.018 0.566 0.314 -2.7 0.7 2.6 0.0635
C -0.964 -0.127 -0.420 4.5 -1.1 1.2 0.0499
C -1.442 -1.055 -1.569 -0.9 1.2 0.9 0.0391
H -2.154 -0.009 1.367 -1.1 0.7 -2.6 0.0056
H -2.843 0.707 -0.515 0.6 -0.4 2.4 0.0142
H -1.866 1.605 0.754 0.4 -1.4 -1.2 0.0270
H -0.382 -0.935 0.234 -1.0 1.9 -0.5 0.0063
H -0.160 0.716 -0.604 -1.5 -2.2 -0.8 0.0203
H -0.704 -1.868 -1.599 -0.2 0.3 -1.0 0.0060
H -2.453 -1.547 -1.279 1.5 1.0 -0.6 0.0013
H -1.534 -0.325 -2.411 -0.1 -1.5 -0.1 0.0176
H 1.725 1.646 -1.186 -0.7 2.9 2.6 0.0385
H 2.225 1.414 -2.536 2.5 3.0 -5.0 0.0278
O 1.871 1.037 -1.835 -1.8 -6.0 2.4 0.1174
H 0.830 -0.174 3.757 0.4 1.0 0.2 0.0061
H 0.024 0.421 2.755 -1.1 0.3 -1.6 0.0062
O 0.553 0.723 3.467 0.7 -1.1 1.3 0.0326
H 2.361 -0.947 1.266 -0.2 0.5 -0.6 0.0097
H 2.505 -2.187 2.098 0.6 1.5 -0.1 0.0067
O 2.778 -1.225 2.075 -0.3 -2.0 0.7 0.0198
H -0.997 3.508 0.100 0.0 -0.1 -1.1 0.0824
H -1.138 3.329 -1.457 -0.7 2.3 -3.0 0.0751
O -0.949 2.903 -0.681 1.0 -1.7 3.7 0.2838
H 1.149 -3.340 -0.850 1.0 0.3 1.0 0.0080
H 1.748 -2.041 -0.868 0.1 3.7 -1.9 0.0122
O 1.836 -2.796 -0.378 -1.1 -3.9 0.8 0.0227
```
Positions in Å, forces in eV/Å.

Calculated values
Spin multiplicity: 2
Net charge: -1
⟨S²⟩: 0.75
LUMO (alpha / beta) in eV: 2.981 / 2.857
Electronic energy in eV: -13637.083
Frontier orbital gap (alpha / beta) in eV: 2.31 / 9.67

Record 6
Below is a 2-piece molecular cluster, C6H14NO overall at a distorted geometry, with properties calculated with ωB97M-V/def2-TZVPD.

```
22
Properties=species:S:1:pos:R:3:forces:R:3:nbo_charge:R:1
C 2.181 -1.749 1.230 0.1 -1.5 -2.3 -0.4632
C 1.392 -1.568 0.183 -1.9 1.2 -1.3 -0.1328
C -1.589 -0.252 1.332 1.0 -0.5 3.9 -0.4731
C -2.410 0.182 -0.914 -1.5 -0.2 0.2 -0.4467
C 1.963 1.678 -0.976 1.3 -0.7 -1.4 -0.2661
C 0.101 0.343 -0.475 2.8 -1.4 -0.1 0.2320
N -1.328 0.503 0.060 0.5 0.3 0.5 -0.4244
O 0.783 1.560 -0.240 -2.5 -1.4 1.3 -0.5432
H 2.783 -2.681 1.287 -0.7 0.2 -0.3 0.2499
H 2.576 -1.079 1.925 -0.3 1.5 1.1 0.2377
H 1.068 -2.166 -0.754 0.8 0.8 2.1 0.2226
H -2.643 -0.350 1.678 0.5 0.5 -1.1 0.2487
H -1.155 -1.280 1.419 -0.3 0.9 -1.3 0.2657
H -1.091 0.186 2.289 -0.5 0.0 -2.1 0.2610
H -2.224 -0.863 -1.209 0.3 0.9 -1.3 0.2465
H -3.359 -0.009 -0.382 0.5 0.6 0.4 0.2428
H -2.673 1.087 -1.551 1.0 -1.7 0.0 0.2632
H 2.391 0.658 -1.023 0.1 0.4 -0.4 0.1917
H 2.792 2.310 -0.567 -1.4 -0.2 0.2 0.2309
H 1.629 2.044 -1.961 0.8 -0.2 0.1 0.1926
H 0.173 -0.085 -1.538 -0.6 1.1 1.4 0.2052
H -1.362 1.531 0.188 0.0 -0.6 0.6 0.4590
```
Positions in Å, forces in eV/Å.

Calculated values
Net charge: +1
LUMO (alpha / beta) in eV: -3.605 / -3.603
Electronic energy in eV: -9973.982
Frontier orbital gap (alpha / beta) in eV: 8.90 / 8.90